(1)
Here is a structure of composition C24H27CoF6NO2P2 at a distorted geometry from OMol25. Energies are from the ωB97M-V functional and the def2-TZVPD basis.

Calculated values
**⟨S²⟩**: 6.081
**Spin multiplicity**: 5
**LUMO level (alpha / beta)**: -2.63 / -5.19 eV
**Energy above the lowest of the compared OMol25 structures with the same formula, charge and spin**: 0.0 kcal per mole
**HOMO (alpha / beta)**: -10.4555 / -11.5762 eV
**Total charge**: +1
**F_max**: 6.439 eV Å⁻¹

```
63
C24H27CoF6NO2P2 | OMol25 | the ωB97M-V functional and the def2-TZVPD basis
C -2.35049 2.57082 -2.89338
C -2.06583 1.40780 -2.19157
C -0.69886 1.06554 -2.01897
C 0.30443 2.04650 -2.13424
C 0.01066 3.20087 -2.86390
C -1.30930 3.43168 -3.27475
C 1.56632 1.67082 -1.43566
C 1.97818 0.29642 -1.84536
C 0.93442 -0.64379 -1.75696
C 1.20935 -2.03304 -1.67192
C 2.48589 -2.45852 -2.01421
C 3.48100 -1.52489 -2.34292
C 3.24438 -0.14926 -2.23650
H -3.39132 2.81035 -3.11936
H 0.82607 3.88813 -3.10869
H -1.53805 4.32647 -3.85361
H 2.35746 2.41704 -1.52175
H 2.70079 -3.52757 -2.00133
H 4.47077 -1.87267 -2.63872
H 4.01624 0.59671 -2.45206
N -0.37451 -0.22992 -1.69952
Co -0.57328 -0.19183 0.80711
C -3.08885 0.51470 -1.54728
H -3.05382 -0.49291 -1.98474
H -4.10105 0.92610 -1.65056
C 0.10141 -2.92285 -1.18076
H -0.76165 -2.85974 -1.85946
H 0.43629 -3.96480 -1.09912
P -2.70072 0.30850 0.26135
P -0.52815 -2.35873 0.48518
C 0.70120 -3.08778 1.60120
H 0.37176 -2.92519 2.63471
H 0.80872 -4.16516 1.41502
H 1.66796 -2.58926 1.46456
C -2.00743 -3.39052 0.71815
H -1.71909 -4.44875 0.79214
H -2.51680 -3.09612 1.64362
H -2.69753 -3.26358 -0.12500
C -2.95591 1.98406 0.93039
H -3.88342 2.42768 0.54328
H -3.00290 1.91950 2.02568
H -2.10727 2.62400 0.65695
C -4.12260 -0.63428 0.88384
H -4.04375 -0.73435 1.97365
H -5.05522 -0.10716 0.63649
H -4.14585 -1.63706 0.44119
C -1.16002 -0.38489 2.47978
O -1.65504 -0.59980 3.50538
H 1.23603 1.51518 -0.34410
C 3.41056 1.27540 1.40746
C 2.08738 0.80349 2.00072
O 1.34541 0.09424 1.11474
C 2.44279 -0.14273 3.21869
F 3.17512 0.47821 4.18524
F 1.34518 -0.67067 3.81714
F 3.19041 -1.19530 2.76729
C 1.31602 2.06951 2.55181
F 0.25697 1.76776 3.34499
F 2.12533 2.89449 3.26906
F 0.81129 2.80923 1.51048
H 3.88239 0.45023 0.85987
H 4.07349 1.60968 2.21217
H 3.23708 2.10202 0.70707
```

---

(2)
Here is the ion C9H10BrFN2O2 with charge +2 at a distorted geometry from OMol25. Energies are from the ωB97M-V functional and the def2-TZVPD basis.

Calculated values
**⟨S²⟩**: 2.039
**Spin multiplicity**: 3
**LUMO level (alpha / beta)**: -7.03 / -11.42 eV
**HOMO (alpha / beta)**: -15.9968 / -17.1168 eV
**Total charge**: +2
**F_max**: 4.603 eV Å⁻¹

```
25
C9H10BrFN2O2 | OMol25 | the ωB97M-V functional and the def2-TZVPD basis
C 2.84203 0.01631 0.62782
C 2.50374 -1.34769 -1.52638
C 0.66040 -0.19917 -0.41453
C 1.51534 0.31886 0.61972
C 1.21773 -0.88885 -1.57599
C 3.28948 -0.97012 -0.36848
C -1.99244 -0.73104 -0.54579
C -4.10632 -0.03447 -1.24449
C 0.98725 1.08324 1.87575
N -0.62169 -0.06380 -0.22615
N -0.49355 1.50610 1.82666
O -1.93150 -1.88183 -0.44428
O -2.84377 0.22576 -0.70124
F 0.36692 -1.30244 -2.42724
Br 5.06497 -1.51517 -0.30454
H 3.50454 0.29714 1.35941
H 2.86480 -1.90124 -2.36892
H -3.80754 -0.18705 -2.26215
H -4.82301 0.81552 -1.10863
H -4.50117 -0.91493 -0.71213
H 1.27277 0.75575 2.83178
H 1.43542 2.06251 1.70850
H -0.91050 0.98528 1.03062
H -0.53117 2.51883 1.59305
H -0.96273 1.35251 2.75761
```

---

(3)
Here is a cluster of 2 separate species, C15H18ClO6S in total at a distorted geometry from OMol25. Energies are from the ωB97M-V functional and the def2-TZVPD basis.

Calculated values
**LUMO level**: 2.94 eV
**Energy above the lowest of the compared OMol25 structures with the same formula, charge and spin**: 1.6 kcal per mole
**HOMO**: -3.3296 eV
**Total charge**: -1
**F_max**: 2.898 eV Å⁻¹

```
41
C15H18ClO6S | OMol25 | the ωB97M-V functional and the def2-TZVPD basis
C -5.48089 1.05000 3.46185
C -4.49894 -0.08823 3.35491
O -3.27997 0.41554 2.77677
C -2.21745 -0.38425 2.93053
C -0.91929 0.25226 2.54500
C 0.06377 -0.02305 3.39614
C 1.33291 0.73396 3.39620
O 1.57951 1.60594 2.57602
O 2.15035 0.34101 4.41853
C 3.43156 1.04126 4.52484
C 4.27862 0.32956 5.56253
O -2.27667 -1.48954 3.45602
H -6.46025 0.63799 3.71486
H -5.18437 1.72334 4.27346
H -5.53698 1.61669 2.52612
H -4.27994 -0.52558 4.33171
H -4.84079 -0.88184 2.68420
H -0.94593 1.15922 1.91241
H -0.04920 -0.75585 4.20105
H 3.94438 1.04666 3.54813
H 3.21077 2.08252 4.81376
H 5.24673 0.83522 5.64202
H 3.77238 0.32888 6.53472
H 4.45313 -0.70896 5.25918
Cl -0.81995 -1.88074 0.37225
C -1.00683 -0.21570 0.25169
S -2.19380 0.21695 -1.03291
C -1.47320 0.54280 -2.67932
C -0.97164 1.81717 -2.94471
C -0.51497 2.15912 -4.22367
C -0.56997 1.23214 -5.26414
C -1.05936 -0.04968 -5.00532
C -1.50945 -0.39693 -3.72483
O -3.05412 -0.91038 -1.30949
O -2.71111 1.47319 -0.53754
H -0.05436 0.25113 -0.02997
H -0.94547 2.55753 -2.14950
H -0.11205 3.15726 -4.40241
H -0.21824 1.50207 -6.26350
H -1.07942 -0.78048 -5.81835
H -1.89669 -1.39635 -3.54644
```

---

(4)
Here is a structure of composition C3H7Cl2NO at a distorted geometry from OMol25. Energies are from the ωB97M-V functional and the def2-TZVPD basis.

Calculated values
**LUMO level (alpha / beta)**: -1.33 / -1.08 eV
**Energy above the lowest of the compared OMol25 structures with the same formula, charge and spin**: 166.7 kcal per mole
**HOMO (alpha / beta)**: -9.5884 / -9.5622 eV
**F_max**: 3.651 eV Å⁻¹

```
14
C3H7Cl2NO | OMol25 | the ωB97M-V functional and the def2-TZVPD basis
C -0.34785 1.22851 0.28239
C -0.46010 -0.14612 -1.75390
C 0.12493 -0.03130 -0.38449
N 1.32565 -1.68244 2.00417
O 1.35281 -0.32932 -0.18690
Cl 1.64284 -0.29207 2.84279
Cl -0.16601 -2.04009 1.77402
H 0.12362 2.05680 -0.17373
H -1.45184 1.32686 0.29488
H -0.02976 1.04980 1.28533
H 0.22438 -0.59845 -2.58638
H -0.42432 0.85647 -2.11890
H -1.55328 -0.60008 -1.71010
H -0.36108 -0.79856 0.43082
```

---

(5)
Here is a cluster of 2 separate species, CHClO2S in total at a distorted geometry from OMol25. Energies are from the ωB97M-V functional and the def2-TZVPD basis.

Calculated values
**LUMO level**: -0.19 eV
**Energy above the lowest of the compared OMol25 structures with the same formula, charge and spin**: 13.7 kcal per mole
**HOMO**: -9.3398 eV
**F_max**: 3.744 eV Å⁻¹

```
6
CHClO2S | OMol25 | the ωB97M-V functional and the def2-TZVPD basis
C 0.23695 -1.72872 0.05613
O 0.42821 0.90856 -0.34768
O 0.51563 -2.70450 -0.43461
S 1.70503 0.09836 -0.88218
Cl 3.26221 0.35137 0.51496
H -0.20003 0.19002 0.24310
```

---

(6)
Here is the molecule C4H2 from OMol25. Energies are from the ωB97M-V functional and the def2-TZVPD basis.

Calculated values
**LUMO level**: 1.11 eV
**Energy above the lowest of the compared OMol25 structures with the same formula, charge and spin**: 1.4 kcal per mole
**HOMO**: -9.8283 eV
**F_max**: 0.463 eV Å⁻¹

```
6
C4H2 | OMol25 | the ωB97M-V functional and the def2-TZVPD basis
C -1.51918 0.27952 1.08039
C -0.65464 0.15481 0.24999
C 0.45003 -0.04439 -0.55696
C 1.49236 -0.26568 -1.12024
H -2.21732 0.36805 1.88209
H 2.44876 -0.49231 -1.53527
```

---

Taking the records one at a time from the top gives total energy values of -103415.74573, -89308.38319, -51488.71919, -31800.28560, -28504.24264, -4176.37088 eV.